Formula: C4H12Cl2O8P2
Source: the OMol25 dataset
Level of theory: ωB97M-V/def2-TZVPD

Properties
lowest unoccupied orbital energy	0.10	eV
DFT total energy	-64351.1696	eV
E_HOMO	-10.881	eV
Kohn-Sham gap	10.99	eV

```
28
Properties=species:S:1:pos:R:3:forces:R:3
C 2.55558 0.22545 0.93237 -0.484 -0.581 0.288
C 1.37391 -0.05537 0.03105 0.068 0.163 0.608
O 0.79406 -1.29259 0.46220 -0.020 -0.256 -0.306
C -0.31545 -1.66451 -0.26221 1.035 0.645 0.283
O -1.47501 -1.05681 0.39051 -0.243 -0.243 -0.188
P -2.87070 -1.75488 0.19774 -0.704 -0.964 -0.474
O -2.86555 -3.02602 -0.50905 0.193 -0.005 -0.054
O -3.45908 -1.83107 1.69514 0.318 0.458 -0.147
O -3.88469 -0.70719 -0.46255 0.515 0.508 1.069
P -3.79434 0.88876 -0.12718 -0.101 0.787 -1.200
O -3.02654 1.60718 -1.12956 0.127 -0.134 0.280
O -3.28026 1.04383 1.36601 -0.275 -0.418 -0.007
O -5.31933 1.32506 -0.10222 0.077 -0.270 0.149
H 2.93631 1.22121 0.76575 0.147 0.143 0.086
H 2.21089 0.11285 1.95868 0.021 0.224 0.142
H 3.33235 -0.52089 0.79020 0.200 0.075 -0.153
H 0.63289 0.73637 0.14866 -0.094 0.088 -0.208
H 1.67909 -0.14056 -1.01134 -0.112 -0.015 -0.165
H -0.37441 -2.74417 -0.24707 -0.384 -0.111 -0.004
H -0.25311 -1.25286 -1.26731 -0.268 -0.150 -0.209
H -2.76951 -2.23830 2.23532 -0.156 -0.097 0.344
H -3.53086 0.28538 1.91924 0.142 0.038 0.150
H -5.64947 1.46445 0.79009 -0.179 0.017 0.041
C 5.52589 1.94068 -1.83587 0.033 0.026 -0.047
Cl 6.42744 1.74765 -0.32759 0.019 0.015 -0.014
Cl 3.89765 1.26241 -1.71813 0.164 0.107 -0.349
H 5.44362 2.99759 -2.05690 -0.037 0.017 0.056
H 6.05861 1.42635 -2.62598 -0.004 -0.065 0.029
```
Positions in Å, forces in eV/Å.

Löwdin charges, unit e, in atom order: -0.12 -0.27 -0.10 -0.21 -0.14 0.32 -0.21 -0.10 -0.20 0.31 -0.21 -0.09 -0.07 0.04 0.08 0.08 0.13 0.08 0.13 0.14 0.10 0.07 0.09 -1.00 0.51 0.58 0.03 0.02

Formula: C4H12ClFeO4
Source: the OMol25 dataset
Level of theory: ωB97M-V/def2-TZVPD

Properties
lowest unoccupied orbital energy (alpha / beta)	-9.62 / -13.38	eV
net charge	+2
multiplicity	6
DFT total energy	-59414.6051	eV
E_HOMO (alpha / beta)	-16.199 / -16.188	eV
Kohn-Sham gap (alpha / beta)	6.58 / 2.81	eV

```
22
Properties=species:S:1:pos:R:3:forces:R:3
Fe 1.98418 0.74597 -1.65532 7.763 4.129 -9.793
Cl 0.98174 0.11865 -0.37401 -6.043 -4.976 7.447
C -0.70952 2.18301 -0.22902 -0.433 -0.459 0.193
C -1.89037 3.22328 -0.30882 -0.192 -1.646 1.079
O -2.84774 2.93906 0.84745 1.233 0.983 -3.189
O 0.16299 2.32062 0.85096 -1.049 1.953 0.589
H -0.11989 2.17132 -1.14570 -0.681 1.046 -0.657
H -1.07033 1.15499 -0.19554 -1.139 0.229 -0.184
H -2.45979 3.19103 -1.23770 -0.245 -0.155 0.256
H -1.50711 4.23577 -0.18194 0.037 0.525 0.577
H -2.23047 2.71758 1.54854 0.625 -0.348 1.690
H 0.85662 1.66736 0.73382 0.014 0.392 0.749
C 0.49169 -3.20439 -0.07846 -1.106 -1.079 -0.011
C 1.09656 -2.29820 0.93597 -1.390 -0.751 -0.703
O 2.46166 -2.22757 0.56785 -0.077 0.872 0.849
O 0.28703 -2.59055 -1.37148 0.895 0.037 0.672
H -0.47463 -3.63560 0.18307 -0.055 0.184 0.572
H 1.21511 -4.01211 0.03263 0.018 -0.504 -1.335
H 0.84160 -2.75295 1.89320 0.884 0.153 0.337
H 0.54370 -1.36049 0.88003 0.263 -0.287 0.910
H 2.57608 -1.34815 0.20025 0.657 -0.274 0.206
H -0.18911 -3.23864 -1.89577 0.022 -0.023 -0.253
```
Positions in Å, forces in eV/Å.

Löwdin charges, unit e, in atom order: 0.86 0.66 -0.31 0.05 0.35 -0.08 0.08 0.09 0.16 0.18 0.15 -0.02 -0.24 -0.32 -0.04 -0.10 0.13 0.14 0.15 0.02 0.00 0.10

Formula: C4H12ClO4Zn
Source: the OMol25 dataset
Level of theory: ωB97M-V/def2-TZVPD

Properties
relative energy (zero: lowest compared OMol25 entry of this formula, charge and spin)	1013.7	kJ/mol
lowest unoccupied orbital energy	-8.60	eV
net charge	+1
DFT total energy	-73456.7831	eV
E_HOMO	-12.819	eV
Kohn-Sham gap	4.22	eV

```
22
Properties=species:S:1:pos:R:3:forces:R:3
Zn -3.33814 0.09016 1.07172 -7.496 -0.074 4.512
Cl -1.79635 0.10111 0.12906 -1.406 -5.739 -1.171
C 1.42097 3.21560 0.20909 -2.181 0.713 1.508
C 0.16389 2.29196 0.66629 2.050 1.347 -0.483
O -0.21598 1.53995 -0.47083 3.419 2.450 -0.667
O 0.96646 4.18504 -0.72451 0.582 -1.009 -0.583
H 2.30099 2.64072 -0.07931 -0.327 -0.213 -0.319
H 1.71229 3.87611 1.02577 0.065 -0.646 0.661
H -0.66941 2.87045 1.06509 -0.138 0.755 -0.538
H 0.44115 1.73288 1.55996 0.558 -0.831 -0.216
H -0.90777 0.96809 -0.13024 4.601 5.003 -1.580
H 1.30523 3.87164 -1.56630 -0.320 0.345 -0.449
C -0.92723 -2.55893 -0.13702 -0.792 -1.528 -0.884
C 0.61227 -2.31088 -0.14869 -0.055 -1.783 -0.490
O 1.32307 -3.53364 -0.51653 -0.996 1.084 0.567
O -1.34829 -3.71323 -0.88720 1.016 0.434 -0.340
H -1.45483 -1.69357 -0.53814 0.732 -1.227 -0.489
H -1.35531 -2.71936 0.85247 0.502 0.267 0.648
H 0.88713 -2.02412 0.86636 0.196 0.292 -0.009
H 0.88343 -1.54756 -0.87802 -0.199 0.248 0.138
H 2.21339 -3.26189 -0.75121 0.136 -0.058 -0.024
H -2.21695 -4.02056 -0.61782 0.052 0.171 0.209
```
Positions in Å, forces in eV/Å.

Löwdin charges, unit e, in atom order: 0.93 0.69 -0.19 -0.22 -0.16 -0.06 0.12 0.11 0.11 0.11 -0.41 0.09 -0.29 -0.19 -0.05 -0.05 -0.03 0.10 0.11 0.12 0.08 0.08

Formula: C4H12F3NO4P2S
Source: the OMol25 dataset
Level of theory: ωB97M-V/def2-TZVPD

Properties
lowest unoccupied orbital energy	-2.74	eV
DFT total energy	-51581.5185	eV
E_HOMO	-8.375	eV
Kohn-Sham gap	5.63	eV

```
27
Properties=species:S:1:pos:R:3:forces:R:3
C -3.33900 0.31900 0.72202 -0.482 -0.366 -0.015
C -2.45376 0.71817 -0.60038 0.136 -0.764 0.484
C -0.85153 1.01643 -0.26614 -1.403 1.005 -2.894
O -0.36042 -0.13087 0.51150 3.216 1.755 2.178
P 1.12450 0.21791 1.35137 -2.877 -3.091 -2.438
P 1.13741 2.10268 2.46692 2.981 4.875 0.523
N 2.56080 2.87678 2.16721 -2.548 -0.282 -0.207
H -4.12103 -0.50787 0.35947 1.552 2.057 0.991
H -3.89254 1.25275 1.18967 1.036 -1.953 -1.096
H -2.73403 -0.17904 1.59381 -0.915 0.924 -1.850
H -2.50184 -0.21549 -1.34266 0.390 2.240 1.558
H -2.95662 1.64659 -1.10994 1.285 -1.765 0.872
H -0.31034 1.04447 -1.32672 -0.898 -0.295 2.346
H -0.67872 2.06375 0.22630 -0.439 -2.063 -0.484
H 2.21637 0.14973 0.37919 -0.778 0.453 0.961
H 1.31317 -0.86796 2.32244 -0.203 0.913 -1.027
H 0.08354 3.01990 2.07401 -0.072 -1.466 0.353
H 1.01672 1.90955 3.91253 -0.393 -0.775 -1.269
H 2.32753 3.80782 1.70094 0.467 -1.695 0.603
C 2.12573 -2.54215 -1.37252 1.529 -0.868 0.128
F 2.65568 -3.78663 -1.14367 -0.794 1.387 -0.318
F 1.56815 -2.15041 -0.18188 0.029 -0.007 -0.263
F 3.19909 -1.71146 -1.57188 -1.059 -0.464 0.165
S 0.90975 -2.51717 -2.79138 -1.964 -0.792 -2.898
O -0.15836 -3.45158 -2.41028 1.499 0.974 0.543
O 1.66992 -2.95952 -3.96847 -0.127 0.582 1.994
O 0.44981 -1.12538 -2.89143 0.834 -0.519 1.060
```
Positions in Å, forces in eV/Å.

Löwdin charges, unit e, in atom order: -0.14 -0.19 -0.26 -0.40 0.93 0.56 -0.38 0.10 0.08 0.07 0.14 0.12 0.14 0.08 0.07 0.05 0.01 0.01 -0.01 -0.57 0.09 0.01 0.07 0.47 -0.34 -0.33 -0.37

Formula: C4H12F3O5PSi2Tl
Source: the OMol25 dataset
Level of theory: ωB97M-V/def2-TZVPD

Properties
lowest unoccupied orbital energy	-18.26	eV
net charge	+3
DFT total energy	-52430.2115	eV
E_HOMO	-21.434	eV
Kohn-Sham gap	3.17	eV

```
28
Properties=species:S:1:pos:R:3:forces:R:3
O 0.10370 2.93127 1.74298 -2.809 -0.290 -4.427
P -0.94002 3.01035 0.51679 0.061 6.166 6.213
O -0.67685 4.48301 -0.38829 -1.414 -4.635 0.970
O -2.55068 2.85983 1.18947 3.744 -0.694 -2.302
Si -0.64801 1.19078 -0.74742 -1.195 -4.809 -1.178
C 0.48885 0.01490 0.33309 -0.305 -0.638 1.802
C 1.21923 -1.16351 -0.55304 1.399 -0.825 -0.393
O 2.45116 -1.54008 0.21654 -4.153 0.688 1.074
C 2.04590 -2.14721 1.52619 -0.111 -0.994 0.353
C 2.97671 -3.53159 1.64639 2.437 -0.997 0.418
F 3.27085 -3.93581 0.22923 -1.088 0.896 5.144
F 2.30889 -4.59915 2.43060 2.621 4.298 -3.321
F 4.24234 -3.08615 2.31098 -4.665 -2.089 -2.531
O -2.15410 0.27990 -0.98920 2.709 2.906 -0.020
Si -3.27670 1.17010 -2.01818 -1.916 -0.312 0.357
H -1.00251 4.40507 -1.33788 0.233 0.446 1.102
H -2.56623 1.94983 1.60853 -0.306 1.049 -0.032
H 0.00414 1.49707 -2.03073 -0.133 0.486 -0.078
H 1.23948 0.70105 0.91442 -1.113 -1.109 -1.152
H -0.21218 -0.51430 1.13262 1.495 1.173 -1.506
H 1.50214 -0.81152 -1.63791 0.378 -0.552 2.393
H 0.55213 -2.14231 -0.68469 1.299 1.837 0.936
H 0.91838 -2.46000 1.56001 2.157 0.538 -0.296
H 2.29258 -1.44274 2.44173 -0.003 -1.350 -1.860
H -3.01337 2.62050 -1.92484 0.576 0.053 0.295
H -3.19714 0.76410 -3.41496 0.603 -0.342 -0.231
H -4.63272 0.84216 -1.50829 0.431 0.112 0.095
Tl -0.74598 -1.34555 -2.56411 -0.932 -1.013 -1.824
```
Positions in Å, forces in eV/Å.

Löwdin charges, unit e, in atom order: -0.13 0.80 -0.08 -0.11 0.50 -0.18 -0.28 0.02 0.01 -0.14 0.05 0.10 0.07 -0.63 0.64 0.13 0.12 0.04 0.14 0.15 0.10 0.10 0.16 0.21 -0.03 -0.03 0.01 1.26